{
  "formula": "C24H34N2O2",
  "method": "ωB97M-V/def2-TZVPD",
  "symbols": ["C", "C", "O", "C", "C", "C", "C", "C", "N", "C", "C", "N", "C", "C", "C", "C", "C", "C", "C", "C", "C", "C", "C", "C", "O", "C", "C", "C", "H", "H", "H", "H", "H", "H", "H", "H", "H", "H", "H", "H", "H", "H", "H", "H", "H", "H", "H", "H", "H", "H", "H", "H", "H", "H", "H", "H", "H", "H", "H", "H", "H", "H"],
  "coordinates": [[4.242, -2.691, -3.678], [3.581, -3.078, -2.358], [2.175, -3.173, -2.459], [1.418, -2.040, -2.492], [1.890, -0.741, -2.342], [1.006, 0.323, -2.380], [-0.356, 0.133, -2.565], [-1.312, 1.302, -2.546], [-1.835, 1.642, -1.228], [-2.677, 0.617, -0.646], [-3.365, 1.195, 0.599], [-2.456, 1.760, 1.570], [-2.136, 0.980, 2.737], [-1.321, -0.321, 2.570], [0.197, -0.118, 2.619], [0.894, -1.432, 2.415], [1.399, -2.149, 3.491], [1.997, -3.382, 3.302], [2.091, -3.919, 2.030], [1.588, -3.215, 0.949], [0.997, -1.980, 1.141], [-1.457, 2.623, 0.979], [-2.098, 3.983, 0.635], [-1.089, 5.128, 0.713], [-0.506, 5.256, 1.989], [-0.808, 2.023, -0.279], [-0.820, -1.171, -2.710], [0.049, -2.241, -2.675], [3.977, -3.412, -4.447], [5.322, -2.683, -3.558], [3.914, -1.707, -4.003], [3.865, -2.384, -1.557], [3.900, -4.084, -2.066], [2.939, -0.539, -2.192], [1.394, 1.326, -2.271], [-0.810, 2.196, -2.929], [-2.172, 1.089, -3.186], [-2.100, -0.287, -0.382], [-3.442, 0.333, -1.374], [-4.037, 1.994, 0.263], [-3.966, 0.422, 1.080], [-3.096, 0.717, 3.198], [-1.610, 1.638, 3.435], [-1.594, -0.804, 1.631], [-1.597, -1.006, 3.376], [0.504, 0.586, 1.845], [0.470, 0.306, 3.588], [1.324, -1.735, 4.488], [2.388, -3.926, 4.150], [2.554, -4.884, 1.881], [1.652, -3.632, -0.045], [0.614, -1.434, 0.289], [-0.677, 2.800, 1.727], [-2.524, 3.942, -0.366], [-2.904, 4.170, 1.349], [-0.254, 4.956, 0.031], [-1.580, 6.070, 0.423], [-1.215, 5.328, 2.639], [-0.179, 1.159, -0.003], [-0.166, 2.775, -0.742], [-1.874, -1.350, -2.862], [-0.309, -3.252, -2.788]],
  "e_tot_ev": -32514.6022,
  "homo_ev": -7.8,
  "multiplicity": 1,
  "e_lumo_ev": 0.83,
  "orbital_gap_ev": 8.586
}